70
Properties=species:S:1:pos:R:3:lowdin_charge:R:1 method="wB97M-V/def2-TZVPD" charge=+1 relative_energy_kcal_mol=0.00 energy_ha=-2316.7569 e_homo_ev=-11.568 spin_multiplicity=1 homo_lumo_gap_ha=0.3227
H 16.8170 12.8920 24.9980 0.07
O 19.0050 18.4550 20.9860 0.15
H 22.9450 13.5480 23.3460 0.13
H 15.4500 14.1140 23.5170 0.10
H 16.8240 14.0780 21.3320 0.16
C 20.5340 19.3410 22.5070 0.03
C 20.1570 15.7810 20.9110 0.02
C 16.3060 12.4420 24.1870 -0.23
C 17.1200 13.5860 22.3600 -0.23
H 20.3900 14.1160 29.8160 0.08
O 20.6510 14.7340 27.3310 -0.31
O 18.6890 11.6040 24.6120 -0.29
C 19.9410 18.1750 21.6960 -0.31
C 20.2320 17.1180 29.1260 -0.34
C 17.8870 12.2750 22.0630 -0.19
S 17.6780 11.4580 23.6270 0.67
H 19.1140 15.7490 21.0010 0.07
H 22.2210 14.7390 26.0580 0.05
C 17.5400 18.6240 25.2090 -0.09
H 17.4700 16.4230 25.5380 0.10
H 17.7600 14.2110 22.9160 0.09
H 19.6230 15.5290 24.7610 0.05
C 19.5890 14.7750 29.6650 -0.18
H 21.3350 18.9270 23.1780 0.08
C 14.8270 18.2850 24.6850 0.03
C 15.5130 19.4770 24.3270 -0.10
H 14.9240 20.3090 23.8910 0.12
H 20.9480 20.1230 21.9650 0.07
H 19.1120 16.8480 30.9990 0.16
C 23.4230 17.1800 25.5760 0.05
H 22.4460 17.5500 25.0620 0.12
H 18.8780 12.3500 21.9890 0.03
C 16.8350 19.7090 24.6100 -0.12
H 21.4230 16.9580 21.9330 0.07
H 20.6270 15.9230 19.9140 0.13
S 19.4060 15.0610 27.9180 0.62
N 22.3880 14.8330 25.1330 0.05
C 19.8510 16.2330 30.3030 -0.16
H 20.9200 16.0150 30.7330 0.14
O 24.7060 15.1950 25.1950 0.18
H 20.2320 18.1460 29.5210 0.14
N 20.5310 16.7580 21.9580 0.05
H 15.2680 12.7930 22.6930 0.06
O 17.1820 10.1190 23.3730 -0.32
C 16.9430 17.3780 25.4230 -0.07
H 17.4550 11.9840 21.0510 0.15
H 21.4740 13.2230 24.2350 0.10
H 18.7220 14.2640 30.0660 0.10
H 24.0090 17.7660 24.9410 0.08
F 14.9950 16.0020 25.2600 0.05
H 18.4300 17.3060 28.1320 0.13
C 15.9240 13.3220 23.1060 -0.27
C 23.6640 15.7320 25.3070 -0.36
H 19.9170 17.2770 27.1050 0.14
H 17.4370 20.6560 24.2120 0.14
H 23.1040 12.7310 25.0500 0.09
H 20.3740 16.4700 23.0180 0.05
O 20.3240 16.1990 24.4140 -0.34
C 22.5700 13.4600 24.4680 0.02
C 19.4030 16.8020 28.0510 -0.31
H 23.6780 17.3030 26.5100 0.04
H 20.5710 14.8630 21.3360 0.10
H 21.2450 16.8180 28.8270 0.12
C 15.6490 17.1950 25.1220 -0.28
H 13.8950 17.7910 24.4560 0.12
H 18.7550 18.6960 25.2290 0.13
O 18.1970 14.5550 27.4150 -0.27
H 15.3080 12.0630 24.6900 0.18
H 19.8890 19.8150 23.2770 0.09
H 21.6400 15.4770 24.7080 0.05

=====

74
Properties=species:S:1:pos:R:3:lowdin_charge:R:1 method="wB97M-V/def2-TZVPD" charge=+1 relative_energy_kcal_mol=0.00 energy_ha=-1879.5258 e_homo_ev=-9.982 spin_multiplicity=1 homo_lumo_gap_ha=0.2852
N -2.1774 3.7291 0.6933 -0.26
H 0.3801 -6.8663 2.8682 0.12
H 3.4099 -4.1159 -3.9804 0.15
C -1.4143 0.2443 -2.6287 -0.05
C 2.0100 -2.3503 -4.2160 -0.33
H 1.5100 -2.3775 -5.2497 0.17
O 0.5387 -2.5198 -1.1446 0.09
H 3.9491 -1.2462 -3.7479 0.06
H -0.5693 2.4210 -1.2304 0.17
C 1.1354 -5.4423 4.1422 -0.28
C 2.3950 -3.7856 -3.6964 -0.03
C -3.7860 3.3430 2.7244 -0.03
H -0.0219 3.7821 0.5194 0.09
C 4.0170 1.0253 -1.5658 -0.04
H 2.8463 -0.3516 -4.6393 0.07
C 2.3971 -5.2635 3.0892 -0.10
H -1.3756 -0.9656 -2.8006 0.14
H -2.9817 4.3560 -1.1495 0.14
O -0.0800 -3.3252 1.6566 0.13
H 2.8446 2.7598 0.9993 0.13
H -3.4963 5.9985 1.3663 0.11
C 1.5120 0.1745 0.5170 -0.52
H -2.5660 2.3090 -1.6109 0.13
H 2.2100 2.7300 -0.5680 0.07
H -3.8552 3.6950 3.6808 0.04
H 2.8454 -6.2109 2.8255 0.12
O -2.6753 -2.3005 -0.5020 -0.10
H 3.3082 0.8460 -2.3305 0.04
O 1.8230 -4.4638 2.1366 0.08
O 0.6385 -0.6754 0.8432 0.02
O 2.6948 -0.1510 -0.0527 0.11
H -1.0959 1.8046 1.1660 0.18
H 1.7876 -4.4211 -4.3022 0.12
O 1.3851 1.4217 0.6882 0.09
H 0.8839 -7.6453 4.4267 0.09
H 3.2469 -4.7916 3.7833 0.16
C 0.4563 -6.7803 3.9712 -0.02
C 2.4497 2.2219 0.2054 0.00
H 1.4020 -5.3861 5.2329 0.16
N -3.2963 -1.6975 0.4114 -0.59
O 0.2815 -4.4459 3.6296 0.09
H -4.1351 4.0837 0.0066 0.07
H -2.8719 1.8773 0.8394 0.10
H -0.7665 4.4955 -0.5995 0.08
C -0.8644 4.4093 0.4199 0.01
H -2.5815 6.6324 0.0022 0.10
C 1.1314 -2.7863 -2.1892 -0.54
C -1.6862 1.9671 -1.0383 -0.23
O 1.8285 -3.8093 -2.3886 0.16
H 4.7618 0.1711 -1.6737 0.11
H -0.8797 5.3638 0.8020 0.08
O 1.2359 -1.8628 -3.2033 0.07
C 0.6053 -3.9985 2.4011 -0.50
H -4.7030 3.8853 2.3479 0.11
O -4.2827 -2.1736 0.8475 0.06
H 3.7648 -1.7322 -5.3517 0.10
Li -0.8257 -1.6767 0.2737 0.65
C 3.4752 1.0564 -0.1794 -0.26
H -0.4918 0.5296 -2.9595 0.03
H -1.4088 3.4048 2.8000 0.17
C -2.3563 3.8024 2.2234 -0.13
H -2.3193 0.4873 -3.2981 0.12
O -2.5425 -0.9722 1.1943 -0.16
H -4.3982 6.1735 -0.4172 0.13
H 4.6094 2.0389 -1.9508 0.16
H -3.9096 2.2922 2.7203 0.07
H 4.3034 1.0444 0.4538 0.13
C -1.9510 2.2462 0.4781 -0.07
C -3.2134 4.3471 -0.0870 -0.21
C -3.4276 5.8621 0.1592 -0.06
C 3.1603 -1.3610 -4.4786 -0.04
H -0.4184 -6.6900 4.3716 0.02
H -2.2693 4.9756 2.5380 0.15
O -1.5401 0.6338 -1.2248 -0.21

=====

76
Properties=species:S:1:pos:R:3:lowdin_charge:R:1 method="wB97M-V/def2-TZVPD" charge=+1 relative_energy_kcal_mol=0.00 energy_ha=-3290.3627 e_homo_ev=-11.094 spin_multiplicity=1 homo_lumo_gap_ha=0.2646
O 8.1589 3.1425 -0.4382 -0.27
H -6.4680 -4.1788 1.4834 0.07
H -4.8478 -4.5424 4.4341 0.14
B -3.2851 -3.6678 3.7018 -0.76
H 9.4073 0.9166 -0.7204 0.11
H -0.2485 2.3292 -2.3474 0.12
O -7.0594 -2.5978 2.6405 -0.20
H 1.6421 -1.9681 2.7196 0.10
H 0.4482 0.7241 -2.4899 0.09
C 1.5300 0.1949 2.9066 -0.14
H -3.7930 -2.8293 -0.9923 0.05
H 10.5165 0.5730 -2.0362 0.12
C -5.1458 -0.5629 2.5153 -0.16
C -7.3393 -3.5340 1.6225 -0.11
H -4.5743 0.3684 2.4482 0.13
C 0.5469 1.1252 3.1604 0.01
O -1.6364 -0.4405 -2.1064 -0.31
P -2.8969 -0.5364 -1.0615 0.94
H -3.5851 -2.2569 -2.6762 0.05
H 1.7956 -1.0748 1.2303 0.13
H -8.1674 -4.1939 1.8870 0.09
H -8.3293 -1.3081 1.5952 0.12
C -2.3706 -1.8080 2.7914 -0.25
C 9.4944 0.8667 -1.8067 -0.25
H -0.1419 -0.5996 -0.0453 0.12
H -4.8598 -2.5439 1.6416 0.10
H 8.5648 -0.1193 -3.4838 0.09
O 1.1123 4.4672 -2.1231 -0.28
H -0.2361 0.8847 3.8803 0.06
C -7.6357 -1.3223 2.4377 -0.21
H -1.3596 -1.3188 -2.4022 0.08
C -0.0376 1.6081 -4.3788 -0.07
C -0.8078 -0.9339 0.7371 0.01
H -6.7023 0.2641 1.2404 0.11
H 7.4988 0.0857 -2.1027 0.07
H -4.9350 -1.7180 -1.6924 0.04
S 8.1180 3.0710 -1.8665 0.57
H 2.5375 0.4091 3.2574 0.11
H 8.7672 -1.1421 -2.0464 0.08
C 1.2524 -1.1040 2.1717 -0.16
H -7.5312 -3.0609 0.6573 0.09
C 0.4300 1.7125 -2.9402 -0.27
C -4.5130 -1.5251 1.4905 -0.12
H -0.1515 2.5934 -4.8283 0.08
H -1.0008 1.0991 -4.4250 0.07
C 8.6627 4.5963 -2.5521 -0.12
H -2.3852 -5.0799 2.8206 0.13
H 0.6878 1.0587 -4.9791 0.09
S 1.9888 3.7863 -3.0280 0.57
O 6.9209 2.6582 -2.5358 -0.29
H -5.0399 -0.9011 3.5412 0.12
H 8.7956 4.4712 -3.6233 0.08
C -6.6003 -0.1931 2.2254 -0.15
C 8.5243 -0.1381 -2.3950 -0.07
H 0.5674 2.1054 2.6962 0.07
O -2.2267 -4.5394 3.6046 0.19
O 1.9761 4.0948 -4.4224 -0.27
C -3.0014 -1.4549 1.6058 -0.11
O -3.0338 -2.2776 3.8644 0.16
C 3.6398 3.8619 -2.4309 -0.12
H 9.5947 4.8823 -2.0730 0.08
H 3.6482 3.5777 -1.3825 0.08
N -1.0166 -1.6971 2.9385 -0.28
C -2.1822 -1.0299 0.5484 -0.25
O -4.5659 -4.1407 3.6032 0.21
H 3.9816 4.8878 -2.5470 0.08
Cl -0.3415 -2.0961 4.4433 0.96
H 7.8908 5.3362 -2.3524 0.08
H -4.8196 -1.1814 0.5079 0.08
H -8.2443 -1.0967 3.3143 0.12
O 9.3311 2.1829 -2.3750 -0.26
O 1.7760 2.2146 -2.8453 -0.26
H -6.8574 0.5971 2.9321 0.11
H 4.2618 3.1924 -3.0193 0.06
C -3.8796 -1.9782 -1.6668 -0.23
C -0.2155 -1.2480 1.9417 -0.25

=====

68
Properties=species:S:1:pos:R:3:lowdin_charge:R:1 method="wB97M-V/def2-TZVPD" charge=0 relative_energy_kcal_mol=0.00 energy_ha=-1928.7507 e_homo_ev=-7.952 spin_multiplicity=1 homo_lumo_gap_ha=0.2662
H -1.0586 2.4964 -7.0544 0.07
H -3.6824 -3.9097 4.1207 0.07
H -1.4783 -4.5836 0.2614 0.07
C -3.0036 -4.0518 3.2763 -0.08
H -0.3675 -6.3733 2.5009 0.11
H 3.7557 4.1686 0.6358 0.12
N -0.4912 -4.3245 2.8730 -0.20
H 0.1524 -0.9747 2.7564 0.04
C -1.6092 -4.4164 3.7978 -0.25
H 1.4651 1.7675 4.4320 0.13
C -1.1486 1.9055 -6.1397 -0.08
N -0.7112 4.4262 0.1716 -0.19
H -0.9323 0.3167 0.8091 0.05
H -1.3928 -3.7734 4.6562 0.10
H -0.0002 0.8371 -2.1663 0.10
C 1.2403 2.9271 2.6546 -0.21
C -0.1111 -1.9008 3.2695 -0.09
H -1.1096 3.4986 0.2998 0.01
H -1.0371 -1.7070 3.8163 0.07
N 4.3265 1.8085 4.3743 -0.24
C -0.2795 2.8491 2.8149 -0.15
C 1.9759 2.2956 3.6218 0.02
C 3.4043 2.3391 3.5531 -0.34
H 0.6767 -2.1291 3.9891 0.08
H 0.0795 3.1356 -4.8703 0.12
C 1.4969 -0.4862 -5.6043 -0.09
H 1.5494 2.6201 -0.8558 0.04
N 0.3316 1.1853 -4.1807 -0.19
H 0.7019 -0.7899 -3.6603 0.12
H -0.8266 3.7747 2.5976 0.10
H -2.5210 1.7750 -3.6075 0.06
H 1.6053 -1.5624 -5.7515 0.07
H -3.4284 -4.8429 2.6601 0.05
C -1.9482 1.0526 -3.0270 -0.08
N 5.3794 3.0395 2.4163 -0.21
N -0.3303 1.1143 1.0413 0.11
H -3.0048 -3.1244 2.7010 0.06
H -1.7764 1.1804 2.5185 0.12
H -2.3376 -5.8662 1.1313 0.05
O 1.3619 3.5043 -1.2133 -0.32
H -0.4657 2.6379 3.8883 0.11
H 2.4652 -0.0901 -5.2939 0.08
C -0.2781 -3.0274 2.2595 -0.27
H -1.0670 5.1024 0.8375 0.02
H 0.6398 -3.0697 1.6664 0.12
C 0.4319 -0.2144 -4.5508 -0.28
C -0.3545 -5.4335 1.9413 -0.25
H 1.2358 -0.0518 -6.5708 0.06
H 0.6503 -5.3814 1.5080 0.11
P 0.9999 4.4804 0.0924 0.83
H -2.3581 1.0650 -2.0132 0.06
H -2.0576 2.2360 -5.6389 0.05
C 1.8472 3.6230 1.5061 -0.30
C -0.8629 1.6315 2.0797 -0.23
S 5.7763 2.1879 3.7650 0.99
H -2.1245 0.0563 -3.4358 0.07
C 3.2191 3.6619 1.4500 -0.05
H 0.9709 2.1019 -5.9261 0.10
C 0.0955 2.1183 -5.2699 -0.24
H -0.5291 -0.6185 -4.9047 0.10
H -1.0094 -6.2663 0.0608 0.07
C -1.3590 -5.5308 0.7891 -0.09
H -1.0888 -2.7624 1.5620 0.10
C 4.0393 3.0382 2.4544 -0.38
H -1.6410 -5.4244 4.2198 0.12
H -0.3571 2.4542 -2.6758 0.09
H -1.2755 0.8638 -6.4392 0.07
C -0.4586 1.4108 -2.9811 -0.26